#P
{
  "formula": "C3H10N2O3",
  "method": "wB97M-V/def2-TZVPD",
  "symbols": ["C", "C", "N", "C", "N", "H", "H", "H", "H", "H", "H", "O", "H", "H", "O", "H", "H", "O"],
  "xyz": [[-0.24, 0.26, 1.91], [0.81, -0.52, 1.54], [0.41, -1.38, 0.56], [-0.87, -1.19, 0.38], [-1.30, -0.17, 1.16], [-0.47, 0.91, 2.74], [1.81, -0.58, 1.95], [-1.36, -1.85, -0.30], [-2.23, 0.17, 1.32], [1.34, -1.19, -1.57], [1.34, -2.05, -2.90], [1.65, -1.24, -2.48], [-0.42, 0.26, -2.54], [-1.73, -0.56, -2.76], [-1.39, 0.30, -2.52], [0.41, 2.35, 0.93], [1.46, 3.21, 1.64], [0.77, 3.25, 0.96]],
  "smiles": "c1c[nH]cn1.O.O.O",
  "orbital_gap_ha": 0.3696,
  "homo_ev": -9.490
}



#Q
{
  "formula": "C3H10N2O3",
  "method": "wB97M-V/def2-TZVPD",
  "symbols": ["C", "C", "N", "C", "N", "H", "H", "H", "H", "H", "H", "O", "H", "H", "O", "H", "H", "O"],
  "xyz": [[-1.95, 1.06, 0.05], [-1.69, 1.02, 1.36], [-1.07, -0.18, 1.75], [-0.92, -0.90, 0.53], [-1.41, -0.10, -0.45], [-2.55, 1.73, -0.60], [-1.81, 1.84, 2.13], [-0.97, -0.52, 2.65], [-0.50, -1.95, 0.40], [1.43, -0.82, 1.15], [1.67, -2.47, 1.44], [1.31, -1.63, 1.61], [1.98, 0.22, -1.29], [2.59, 0.77, 0.03], [2.43, 0.04, -0.46], [1.55, 1.71, -3.85], [0.45, 0.58, -3.74], [1.37, 0.80, -3.53]],
  "smiles": "c1c[nH]cn1.O.O.O",
  "orbital_gap_ha": 0.3435,
  "homo_ev": -8.608
}



Energies, relative to the best one, in kcal/mol: #P 0.0; #Q 27.1.



#P
{
  "formula": "C3H10N2O3",
  "method": "wB97M-V/def2-TZVPD",
  "symbols": ["N", "C", "C", "O", "C", "N", "O", "H", "H", "H", "H", "H", "H", "H", "H", "H", "H", "O"],
  "xyz": [[-0.94, -0.99, 1.87], [-0.71, -0.17, 0.72], [0.23, 0.99, 1.20], [-0.45, 1.73, 2.25], [0.08, -0.88, -0.33], [0.92, -1.88, 0.02], [0.14, -0.43, -1.47], [-1.26, -0.47, 2.67], [-1.41, -1.89, 1.78], [-1.58, 0.35, 0.29], [0.34, 1.79, 0.47], [1.09, 0.45, 1.59], [-1.28, 1.99, 1.89], [1.42, -2.36, -0.73], [0.82, -2.35, 0.89], [0.14, 1.21, -4.12], [1.55, 1.69, -4.26], [0.88, 1.22, -4.74]],
  "smiles": "NC(=O)[C@@H](N)CO.O",
  "orbital_gap_ha": 0.3854,
  "homo_ev": -9.818
}



#Q
{
  "formula": "C3H10N2O3",
  "method": "wB97M-V/def2-TZVPD",
  "symbols": ["N", "C", "C", "O", "C", "N", "O", "H", "H", "H", "H", "H", "H", "H", "H", "H", "H", "O"],
  "xyz": [[0.26, -1.21, 1.83], [-0.66, -0.29, 0.86], [-0.26, 1.14, 0.88], [-0.07, 1.45, 2.35], [-0.22, -0.85, -0.49], [-0.86, -1.87, -1.15], [0.73, -0.30, -1.08], [1.16, -1.05, 1.38], [0.30, -0.69, 2.70], [-1.54, -0.56, 1.29], [-1.08, 1.63, 0.52], [0.82, 1.48, 0.42], [-0.48, 2.24, 2.65], [-0.30, -2.17, -1.91], [-1.45, -2.66, -0.90], [1.14, 0.65, -2.52], [0.99, 1.85, -3.64], [1.52, 1.21, -3.19]],
  "smiles": "NC(=O)[C@@H](N)CO.O",
  "orbital_gap_ha": 0.3992,
  "homo_ev": -10.179
}



Energies, relative to the best one, in kcal/mol: #P 0.0; #Q 30.2.



#P
{
  "formula": "C3H10N2O3",
  "method": "wB97M-V/def2-TZVPD",
  "symbols": ["C", "C", "C", "N", "N", "O", "O", "O", "H", "H", "H", "H", "H", "H", "H", "H", "H", "H"],
  "xyz": [[0.78, 0.00, 0.87], [-0.72, -0.07, 0.35], [-0.20, 0.32, -1.85], [1.54, 0.93, 0.15], [-1.31, -1.27, 0.31], [1.29, -1.31, 0.63], [0.61, 0.23, 2.25], [-1.44, 1.01, 0.64], [2.15, -1.15, 0.23], [1.49, 0.45, 2.58], [-2.38, 0.88, 0.46], [0.82, 0.78, -0.93], [1.36, 1.86, 0.51], [-2.31, -1.40, 0.33], [-0.69, -2.05, 0.14], [-1.27, 0.50, -1.98], [0.26, 1.00, -2.57], [0.02, -0.71, -2.12]],
  "orbital_gap_ha": 0.2964,
  "homo_ev": -7.718
}



#Q
{
  "formula": "C3H10N2O3",
  "method": "wB97M-V/def2-TZVPD",
  "symbols": ["O", "C", "N", "C", "N", "C", "O", "H", "H", "H", "H", "H", "H", "H", "H", "H", "H", "O"],
  "xyz": [[-0.41, -1.04, 1.92], [0.43, -0.36, 1.35], [1.68, -0.82, 1.14], [0.08, 1.04, 0.85], [-0.37, 1.06, -0.52], [0.55, 1.00, -1.63], [1.22, -0.23, -1.81], [1.88, -1.76, 1.42], [2.26, -0.44, 0.41], [0.91, 1.74, 0.98], [-0.72, 1.40, 1.48], [-1.21, 0.56, -0.73], [1.32, 1.75, -1.45], [-0.01, 1.30, -2.52], [0.61, -0.96, -1.92], [-2.16, -1.61, 0.86], [-3.13, -0.89, -0.11], [-2.93, -1.75, 0.28]],
  "smiles": "NC(=O)CNCO.O",
  "orbital_gap_ha": 0.3683,
  "homo_ev": -9.393
}



Energies, relative to the best one, in kcal/mol: #P 78.2; #Q 0.0.



#P
{
  "formula": "C3H10N2O3",
  "method": "wB97M-V/def2-TZVPD",
  "symbols": ["C", "C", "O", "N", "C", "N", "O", "H", "H", "H", "H", "H", "H", "H", "H", "H", "H", "O"],
  "xyz": [[-0.74, -0.88, -0.55], [0.56, -1.66, -0.32], [1.12, -2.08, -1.54], [-0.48, 0.55, -0.77], [-0.91, 1.58, -0.04], [-1.45, 1.28, 1.23], [-0.80, 2.73, -0.43], [-1.18, -1.25, -1.48], [-1.38, -1.01, 0.30], [1.27, -1.03, 0.20], [0.46, -2.49, 0.41], [0.50, -2.55, -2.11], [-0.03, 0.78, -1.65], [-2.33, 0.79, 1.36], [-1.56, 2.17, 1.69], [2.97, 1.50, 1.38], [1.57, 0.86, 0.94], [2.41, 0.71, 1.38]],
  "smiles": "NC(=O)NCCO.O",
  "orbital_gap_ha": 0.3818,
  "homo_ev": -9.721
}



#Q
{
  "formula": "C3H10N2O3",
  "method": "wB97M-V/def2-TZVPD",
  "symbols": ["N", "C", "C", "O", "C", "N", "O", "H", "H", "H", "H", "H", "H", "H", "H", "H", "H", "O"],
  "xyz": [[-1.41, 1.28, 1.19], [-0.42, 0.19, 0.80], [-1.20, -0.79, -0.17], [-0.66, -2.11, -0.16], [0.67, 0.89, 0.01], [0.46, 2.07, -0.62], [1.80, 0.40, -0.13], [-1.87, 0.82, 1.96], [-2.02, 1.46, 0.42], [0.14, -0.34, 1.56], [-1.21, -0.37, -1.18], [-2.18, -1.04, 0.36], [0.23, -2.10, -0.56], [1.22, 2.73, -0.70], [-0.43, 2.53, -0.75], [2.90, -2.30, -0.39], [1.83, -1.21, -0.69], [2.14, -2.10, -0.94]],
  "smiles": "NC(=O)[C@@H](N)CO.O",
  "orbital_gap_ha": 0.3790,
  "homo_ev": -9.647
}



#R
{
  "formula": "C3H10N2O3",
  "method": "wB97M-V/def2-TZVPD",
  "symbols": ["N", "C", "C", "O", "C", "N", "O", "H", "H", "H", "H", "H", "H", "H", "H", "H", "H", "O"],
  "xyz": [[1.69, -0.15, 1.14], [0.59, 0.10, 0.20], [0.35, -1.18, -0.62], [1.25, -1.30, -1.69], [-0.70, 0.22, 1.01], [-0.68, -0.19, 2.30], [-1.77, 0.55, 0.50], [2.00, 0.73, 1.53], [2.49, -0.58, 0.72], [0.68, 0.96, -0.46], [-0.68, -1.16, -0.98], [0.43, -2.03, 0.05], [1.02, -0.66, -2.35], [-1.57, -0.42, 2.71], [0.18, -0.55, 2.69], [-1.29, 1.25, -1.55], [-0.80, 2.62, -1.96], [-0.90, 1.73, -2.30]],
  "smiles": "NC(=O)[C@@H](N)CO.O",
  "orbital_gap_ha": 0.3895,
  "homo_ev": -9.867
}



#S
{
  "formula": "C3H10N2O3",
  "method": "wB97M-V/def2-TZVPD",
  "symbols": ["O", "C", "N", "C", "N", "C", "O", "H", "H", "H", "H", "H", "H", "H", "H", "H", "H", "O"],
  "xyz": [[-0.99, -0.01, 1.11], [-0.36, 1.03, 1.13], [-0.49, 1.84, 2.19], [0.61, 1.37, 0.03], [0.27, 0.83, -1.27], [0.97, -0.31, -1.81], [1.19, -1.45, -1.02], [-1.17, 1.57, 2.89], [-0.06, 2.77, 2.19], [1.61, 1.02, 0.27], [0.70, 2.44, -0.10], [-0.72, 0.64, -1.29], [1.94, -0.03, -2.20], [0.46, -0.61, -2.73], [0.35, -1.88, -0.74], [-1.14, -3.12, 0.41], [-1.43, -1.74, -0.04], [-1.22, -2.62, -0.40]],
  "smiles": "NC(=O)CNCO.O",
  "orbital_gap_ha": 0.3623,
  "homo_ev": -9.184
}



Energies, relative to the best one, in kcal/mol: #P 10.3; #Q 23.3; #R 0.0; #S 5.6.



#P
{
  "formula": "C5H12O3",
  "method": "wB97M-V/def2-TZVPD",
  "symbols": ["C", "C", "C", "C", "O", "C", "H", "H", "H", "H", "H", "H", "H", "H", "H", "H", "O", "H", "H", "O"],
  "xyz": [[1.25, -2.82, -0.44], [1.79, -1.72, 0.19], [1.41, -0.96, 1.32], [0.51, -0.23, 0.56], [-1.36, 2.79, 2.17], [-0.03, 1.08, 0.88], [1.77, -3.57, -1.10], [0.20, -3.21, -0.21], [2.85, -1.38, -0.01], [1.93, -0.41, 2.09], [-1.83, 3.54, 2.51], [-0.82, 1.03, 1.54], [-0.41, 1.55, -0.07], [0.69, 1.76, 1.31], [-0.23, -0.80, -0.04], [-1.41, 0.67, -1.94], [-2.21, -0.07, -1.29], [-0.54, 1.45, -3.34], [-3.05, 0.14, -1.71], [-0.52, 1.18, -2.39]],
  "orbital_gap_ha": 0.1150,
  "homo_ev": -8.499
}



#Q
{
  "formula": "C5H12O3",
  "method": "wB97M-V/def2-TZVPD",
  "symbols": ["C", "C", "O", "O", "H", "H", "H", "H", "H", "H", "C", "C", "C", "O", "H", "H", "H", "H", "H", "H"],
  "xyz": [[0.06, 1.36, 0.31], [1.37, 2.13, 0.35], [-0.95, 2.04, 1.01], [-0.35, 1.19, -1.02], [-1.43, 1.36, 1.52], [-0.74, 2.02, -1.32], [0.22, 0.35, 0.87], [2.12, 1.66, -0.29], [1.22, 3.15, -0.02], [1.75, 2.21, 1.38], [0.93, -1.87, -0.55], [-1.62, -1.65, -0.35], [-0.27, -1.56, 0.31], [-0.16, -1.52, 1.57], [-2.31, -0.97, 0.15], [-1.98, -2.68, -0.27], [-1.56, -1.38, -1.40], [0.86, -1.35, -1.51], [1.84, -1.53, -0.04], [1.00, -2.95, -0.71]],
  "smiles": "CC(C)=O.CC(O)O",
  "orbital_gap_ha": 0.3912,
  "homo_ev": -9.871
}



#R
{
  "formula": "C5H12O3",
  "method": "wB97M-V/def2-TZVPD",
  "symbols": ["O", "C", "O", "C", "C", "C", "C", "H", "H", "H", "H", "H", "H", "H", "H", "H", "H", "H", "H", "O"],
  "xyz": [[-0.09, -0.38, 1.88], [0.68, 0.15, 1.11], [1.45, 1.19, 1.48], [0.98, -0.25, -0.30], [0.25, 0.68, -1.30], [-1.24, 0.31, -1.46], [0.96, 0.59, -2.67], [1.10, 1.55, 2.32], [2.04, -0.10, -0.39], [0.64, -1.25, -0.56], [0.34, 1.72, -0.97], [-1.45, 0.08, -2.50], [-1.44, -0.65, -0.97], [-1.87, 1.05, -0.99], [2.02, 0.35, -2.57], [0.55, -0.21, -3.29], [0.98, 1.55, -3.17], [-1.69, -1.34, 1.13], [-2.65, -2.46, 0.59], [-2.48, -1.87, 1.33]],
  "smiles": "CC(C)CC(=O)O.O",
  "orbital_gap_ha": 0.4159,
  "homo_ev": -10.659
}



#S
{
  "formula": "C5H12O3",
  "method": "wB97M-V/def2-TZVPD",
  "symbols": ["C", "C", "C", "O", "C", "C", "H", "H", "H", "H", "H", "H", "H", "H", "H", "H", "O", "H", "H", "O"],
  "xyz": [[-2.40, -0.76, 0.68], [-2.25, -1.07, 1.97], [1.00, -1.04, -1.29], [2.29, -0.63, -0.82], [0.05, -0.97, -0.13], [-1.26, -0.87, -0.26], [-3.25, -0.19, 0.34], [-1.39, -1.57, 2.38], [-3.04, -0.84, 2.69], [0.65, -0.53, -2.19], [1.03, -2.03, -1.80], [2.90, -1.33, -0.94], [0.51, -1.00, 0.85], [-1.57, -0.84, -1.32], [-0.11, 3.56, -0.76], [0.42, 2.36, -0.10], [-0.44, 2.70, -0.39], [2.68, 1.56, 1.03], [2.05, 1.44, -0.34], [2.12, 2.06, 0.41]],
  "smiles": "C=C/C=C/CO.O.O",
  "orbital_gap_ha": 0.3421,
  "homo_ev": -8.783
}



Energies, relative to the best one, in kcal/mol: #P 311.0; #Q 22.5; #R 0.0; #S 52.2.



#P
{
  "formula": "C5H12O3",
  "method": "wB97M-V/def2-TZVPD",
  "symbols": ["C", "C", "O", "O", "H", "H", "H", "H", "H", "H", "C", "C", "C", "O", "H", "H", "H", "H", "H", "H"],
  "xyz": [[2.37, -0.19, -0.33], [1.69, 1.11, 1.51], [2.58, 0.14, 1.00], [1.30, -1.07, -0.53], [1.41, -1.81, 0.07], [3.31, -0.65, -0.67], [2.15, 0.69, -0.95], [1.91, 1.21, 2.57], [0.64, 0.82, 1.38], [1.85, 2.08, 1.01], [-2.44, -0.87, 0.48], [-1.50, 0.14, -1.65], [-1.76, 0.31, -0.18], [-1.42, 1.29, 0.44], [-2.44, -0.76, 1.56], [-3.47, -0.92, 0.13], [-0.56, -0.40, -1.75], [-2.28, -0.44, -2.13], [-1.40, 1.11, -2.13], [-1.94, -1.79, 0.19]],
  "smiles": "CC(C)=O.COCO",
  "orbital_gap_ha": 0.3801,
  "homo_ev": -9.583
}



#Q
{
  "formula": "C5H12O3",
  "method": "wB97M-V/def2-TZVPD",
  "symbols": ["C", "C", "C", "O", "O", "H", "H", "H", "H", "H", "H", "C", "C", "O", "H", "H", "H", "H", "H", "H"],
  "xyz": [[-0.70, -1.52, 0.22], [-1.16, -0.28, -1.95], [-0.62, -0.17, -0.53], [-0.35, -1.38, 1.58], [-1.26, 0.80, 0.17], [-0.86, -0.62, 1.90], [-1.73, -1.89, 0.12], [-0.02, -2.26, -0.21], [-2.22, -0.50, -1.90], [-0.66, -1.07, -2.51], [-1.03, 0.66, -2.47], [0.89, 1.65, 1.40], [1.04, 0.18, -0.70], [1.09, 1.13, 2.56], [1.99, 1.20, 2.93], [1.73, 2.23, 0.99], [-0.37, 1.31, 0.83], [1.34, -0.67, -1.31], [1.71, 0.10, 0.16], [1.17, 1.09, -1.28]],
  "orbital_gap_ha": 0.3030,
  "homo_ev": -8.634
}



Energies, relative to the best one, in kcal/mol: #P 0.0; #Q 80.4.